Below is one molecule with the formula C3H8N4 at a distorted geometry, with properties calculated with ωB97M-V with the def2-TZVPD basis set.

Results
Energy above the lowest of the compared OMol25 structures with the same formula, charge and spin, kcal/mol: 68.09
SMILES: NN1C=NNCC1
Gap between HOMO and LUMO, Eh: 0.336
Charge: 0
Lowest unoccupied orbital energy, eV: 0.93
HOMO energy, eV: -8.23

Each line ends with the Löwdin charge.
Element x y z (Å)
H: 1.841 -1.676 0.146  0.14
H: -2.307 0.059 1.046  0.06
N: 1.099 1.539 0.084  0.00
H: 1.173 -0.813 -1.421  0.13
H: -0.675 -1.801 -0.047  0.10
N: 1.846 0.393 0.288  -0.08
H: -0.238 -0.851 1.371  0.15
C: 1.285 -0.796 -0.316  -0.23
H: 2.729 0.568 -0.163  0.10
N: -0.881 0.318 -0.360  -0.19
H: -2.712 -0.341 -0.545  0.09
C: -0.125 -0.889 0.202  -0.18
H: -0.647 2.451 -0.248  0.11
C: -0.138 1.503 -0.117  -0.21
N: -2.250 0.337 0.078  0.03

***

Below is one molecule with the formula C3H8N4 at a distorted geometry, with properties calculated with ωB97M-V with the def2-TZVPD basis set.

Results
Energy above the lowest of the compared OMol25 structures with the same formula, charge and spin, kcal/mol: 169.88
Gap between HOMO and LUMO (spin up / spin down), Eh: 0.280 / 0.291
Charge: 0
Lowest unoccupied orbital energy (spin up / spin down), eV: -0.34 / 0.17
HOMO energy (spin up / spin down), eV: -7.97 / -7.74

Each line ends with the Löwdin charge.
Element x y z (Å)
N: -3.455 -0.797 0.021  0.04
H: 1.627 0.264 1.345  0.11
N: -2.649 0.113 0.194  -0.17
C: 1.716 -0.046 0.240  -0.27
N: -0.555 1.051 0.204  -0.10
C: 1.644 -1.512 -0.063  0.00
H: 1.166 -2.441 0.472  0.08
H: 1.089 1.910 -0.263  0.07
H: 0.571 0.579 -1.452  0.14
H: 2.652 0.414 -0.242  0.12
H: 1.847 -1.756 -1.088  0.02
C: 0.677 0.991 -0.401  -0.26
H: -0.528 1.428 1.248  0.20
H: -4.346 -0.369 -0.007  0.02
N: -1.457 0.171 -0.209  -0.01

***

Below is C3H8N4 as an isolated structure at a distorted geometry, with properties calculated with ωB97M-V with the def2-TZVPD basis set.

Results
Energy above the lowest of the compared OMol25 structures with the same formula, charge and spin, kcal/mol: 161.91
Gap between HOMO and LUMO, Eh: 0.357
Charge: 0
Lowest unoccupied orbital energy, eV: 0.88
HOMO energy, eV: -8.82

Each line ends with the Löwdin charge.
Element x y z (Å)
N: -0.246 -0.661 -0.162  -0.06
N: -2.548 -0.756 0.030  -0.03
H: 1.522 1.480 0.851  0.08
H: -2.660 -1.129 1.245  0.19
H: 1.500 -0.059 1.889  0.15
H: -0.533 1.402 -0.503  0.08
H: 2.458 -1.346 -0.429  0.06
C: 1.590 0.415 0.792  -0.16
H: -3.480 -0.008 -0.085  0.15
H: -0.271 -1.275 -1.071  0.18
N: 0.739 0.200 -0.348  -0.28
C: 2.313 -0.281 -0.453  0.02
N: -1.686 1.460 -0.336  0.10
C: -1.457 0.181 -0.071  -0.60
H: 2.759 0.378 -1.350  0.13

***

Below is C3H8N4 as an isolated structure at a distorted geometry, with properties calculated with ωB97M-V with the def2-TZVPD basis set.

Results
Energy above the lowest of the compared OMol25 structures with the same formula, charge and spin, kcal/mol: 149.55
Gap between HOMO and LUMO, Eh: 0.329
Charge: 0
Lowest unoccupied orbital energy, eV: 0.76
HOMO energy, eV: -8.19

Each line ends with the Löwdin charge.
Element x y z (Å)
H: -2.670 0.484 1.417  0.18
N: 0.295 0.121 0.087  -0.08
H: -2.455 -1.368 -0.994  0.16
H: 3.224 -0.947 -0.354  0.11
H: -1.811 1.710 -0.091  0.12
H: -0.107 1.130 0.921  0.28
N: 2.384 -1.033 0.291  0.07
C: -2.187 0.586 0.138  -0.22
H: 1.713 -1.983 0.434  0.17
C: 1.683 0.124 -0.009  -0.68
N: -0.477 -0.891 -0.293  0.00
C: -1.769 -0.626 -0.324  -0.34
H: -3.224 0.385 -0.263  0.06
N: 2.202 1.173 -0.359  0.11
H: 3.200 1.136 -0.601  0.06

***

Below is one molecule with the formula C3H8N4 at a distorted geometry, with properties calculated with ωB97M-V with the def2-TZVPD basis set.

Results
Energy above the lowest of the compared OMol25 structures with the same formula, charge and spin, kcal/mol: 102.10
SMILES: [H]/N=C\C=C(/N)NN
Gap between HOMO and LUMO, Eh: 0.345
Charge: 0
Lowest unoccupied orbital energy, eV: 0.74
HOMO energy, eV: -8.64

Each line ends with the Löwdin charge.
Element x y z (Å)
H: 1.489 -1.263 -1.061  0.12
N: -0.207 -1.238 1.108  0.11
C: -1.878 1.189 -0.122  -0.29
C: 0.089 -0.306 0.121  -0.44
H: -1.131 -1.131 1.511  0.09
C: -0.516 0.775 -0.387  -0.08
H: -2.059 1.669 0.841  0.10
N: 2.558 -0.209 0.240  0.01
H: 2.956 0.694 -0.016  0.07
H: 2.281 -0.092 1.213  0.07
H: 0.556 0.858 -1.143  0.19
H: 0.037 -2.195 0.900  0.09
N: -2.893 1.048 -0.877  0.08
N: 1.370 -0.369 -0.579  -0.15
H: -2.651 0.570 -1.748  0.04

***

Below is one molecule with the formula C3H8N4O at a distorted geometry, with properties calculated with ωB97M-V with the def2-TZVPD basis set.

Results
Energy above the lowest of the compared OMol25 structures with the same formula, charge and spin, kcal/mol: 177.37
SMILES: [H]/N=C\N(O)C/C=N/N
Gap between HOMO and LUMO, Eh: 0.349
Charge: 0
Lowest unoccupied orbital energy, eV: 0.84
HOMO energy, eV: -8.65

Each line ends with the Löwdin charge.
Element x y z (Å)
H: -2.123 1.473 0.644  0.14
C: 0.142 0.936 0.398  -0.18
H: -3.460 -1.652 -0.666  0.17
H: 0.329 0.694 1.474  0.12
H: -3.586 0.187 -0.361  -0.03
H: 0.473 1.953 0.232  0.10
N: 3.515 -0.373 -0.468  0.04
N: 1.058 -0.113 -0.060  -0.30
O: 0.998 -1.092 0.840  -0.09
H: 3.674 -1.208 0.273  0.11
H: 2.083 1.172 -1.258  0.15
N: -3.120 -0.591 -0.316  -0.06
C: -1.390 0.705 0.142  -0.12
H: 0.693 -1.874 0.081  0.23
C: 2.410 0.273 -0.522  -0.26
N: -1.696 -0.491 -0.434  -0.02

***

Below is C3H8N4O as an isolated structure at a distorted geometry, with properties calculated with ωB97M-V with the def2-TZVPD basis set.

Results
Energy above the lowest of the compared OMol25 structures with the same formula, charge and spin, kcal/mol: 223.84
Gap between HOMO and LUMO, Eh: 0.311
Charge: 0
Lowest unoccupied orbital energy, eV: 0.56
HOMO energy, eV: -7.91

Each line ends with the Löwdin charge.
Element x y z (Å)
N: 1.503 -0.016 -0.389  -0.04
C: -1.404 -0.487 -0.897  -0.26
N: 0.367 1.173 1.360  0.03
H: -1.104 -0.354 -2.050  0.16
H: -2.746 -1.928 0.476  0.22
H: 1.664 -1.031 -2.192  0.20
H: 1.593 2.192 2.315  0.02
H: -1.585 -0.268 1.469  0.21
C: 0.375 0.546 0.269  -0.44
H: 2.267 0.961 2.207  0.07
N: -2.611 -1.317 -0.709  -0.12
O: 1.296 -0.103 -1.746  -0.15
N: 1.816 1.612 1.569  -0.02
C: -1.009 0.032 0.257  -0.14
H: -2.646 -1.805 -1.763  0.11
H: 2.225 0.794 -0.175  0.15

***

Below is one molecule with the formula C3H8N4O at a distorted geometry, with properties calculated with ωB97M-V with the def2-TZVPD basis set.

Results
Energy above the lowest of the compared OMol25 structures with the same formula, charge and spin, kcal/mol: 67.21
SMILES: [H]/N=N/N[C@@H](C)C(N)=O
Gap between HOMO and LUMO, Eh: 0.369
Charge: 0
Lowest unoccupied orbital energy, eV: 0.98
HOMO energy, eV: -9.05

Each line ends with the Löwdin charge.
Element x y z (Å)
H: -1.860 -1.628 0.549  0.08
N: 0.181 0.780 -0.751  -0.04
H: -2.287 -0.349 -0.608  0.08
H: -1.113 3.360 0.624  0.06
N: -0.839 2.376 0.500  0.02
H: 2.052 0.163 1.360  0.10
H: -0.313 0.198 1.176  0.12
H: -1.233 -1.671 -1.094  0.07
N: -0.263 2.206 -0.583  -0.03
C: -1.497 -1.013 -0.269  -0.04
N: 2.045 -0.720 0.873  0.15
H: 0.160 0.539 -1.735  0.13
C: -0.288 -0.218 0.171  -0.32
C: 1.117 -0.955 -0.098  -0.53
O: 1.224 -1.843 -0.917  0.05
H: 2.915 -1.224 0.803  0.11

***

Below is one molecule with the formula C3H8N4O at a distorted geometry, with properties calculated with ωB97M-V with the def2-TZVPD basis set.

Results
Energy above the lowest of the compared OMol25 structures with the same formula, charge and spin, kcal/mol: 72.15
SMILES: [H]/N=C(\C)NO/C(N)=N/[H]
Gap between HOMO and LUMO, Eh: 0.374
Charge: 0
Lowest unoccupied orbital energy, eV: 0.95
HOMO energy, eV: -9.22

Each line ends with the Löwdin charge.
Element x y z (Å)
H: -1.997 2.604 0.234  0.08
H: 0.085 0.685 1.484  0.13
H: -2.321 0.217 -1.509  0.07
C: -2.240 1.614 0.606  -0.01
H: 2.456 0.995 -0.784  0.00
C: -1.442 0.421 0.055  -0.48
H: 2.755 -1.279 -1.504  0.10
N: 1.999 -1.478 -0.874  0.16
N: 1.715 0.828 -0.165  0.12
C: 1.481 -0.480 -0.095  -0.52
H: 1.818 -2.442 -0.626  0.11
N: -1.450 -0.165 -1.062  0.14
N: -0.501 0.005 0.992  0.00
H: -1.937 1.626 1.613  0.04
O: 0.415 -0.919 0.604  -0.05
H: -3.311 1.292 0.639  0.10

***

Below is a 2-piece molecular cluster, C3H8N4O2 overall at a distorted geometry, with properties calculated with ωB97M-V with the def2-TZVPD basis set.

Results
Energy above the lowest of the compared OMol25 structures with the same formula, charge and spin, kcal/mol: 6.07
Gap between HOMO and LUMO, Eh: 0.378
Charge: +2
Lowest unoccupied orbital energy, eV: -9.32
HOMO energy, eV: -19.60

Each line ends with the Löwdin charge.
Element x y z (Å)
H: 0.289 2.875 0.775  0.15
C: -1.009 -1.255 -0.306  -0.04
C: 3.100 -0.361 -0.199  -0.39
H: -1.334 -3.141 -0.565  0.16
N: -0.656 -0.251 0.465  0.13
H: -1.435 -0.915 -1.308  0.20
H: -0.710 -2.833 0.987  0.15
H: 0.054 1.863 1.977  0.19
O: 4.222 -0.317 -0.127  0.32
H: -0.417 -0.438 1.524  0.26
H: -0.504 2.380 -1.263  0.19
O: 1.946 -0.280 -0.106  0.15
C: -0.491 1.001 0.069  -0.42
H: -1.248 0.855 -1.819  0.12
N: 0.022 1.915 0.912  0.24
N: -0.782 1.389 -1.142  0.28
N: -1.047 -2.486 0.127  0.30

***

Below is C3H8N4S as an isolated structure at a distorted geometry, with properties calculated with ωB97M-V with the def2-TZVPD basis set.

Results
Energy above the lowest of the compared OMol25 structures with the same formula, charge and spin, kcal/mol: 82.04
Gap between HOMO and LUMO, Eh: 0.339
Charge: 0
Lowest unoccupied orbital energy, eV: 0.51
HOMO energy, eV: -8.71

Each line ends with the Löwdin charge.
Element x y z (Å)
H: 1.610 1.649 -0.667  -0.13
N: 1.450 -0.243 2.505  -0.07
N: 0.230 0.467 2.275  -0.12
C: 0.170 -0.206 -0.015  -0.54
H: 2.368 0.380 3.135  0.20
N: -0.813 -1.022 -2.123  0.09
S: 1.770 0.345 -0.861  0.74
H: 1.748 -0.335 1.385  0.03
H: -0.033 -1.668 -2.245  0.09
H: -1.628 -0.939 -2.748  0.10
C: -0.930 -0.102 -1.062  -0.57
C: -0.363 0.564 1.223  -0.24
H: -2.525 0.767 -1.606  0.05
H: -1.345 1.005 1.312  0.10
H: 0.205 -1.316 0.306  0.14
N: -1.915 0.652 -0.816  0.11

***

Below is an isolated ion of composition C3H8N5 and charge +1 at a distorted geometry, with properties calculated with ωB97M-V with the def2-TZVPD basis set.

Results
Energy above the lowest of the compared OMol25 structures with the same formula, charge and spin, kcal/mol: 105.74
SMILES: CC(C)/N=N/N[N+]#N
Gap between HOMO and LUMO, Eh: 0.377
Charge: +1
Lowest unoccupied orbital energy, eV: -5.71
HOMO energy, eV: -15.98

Each line ends with the Löwdin charge.
Element x y z (Å)
H: -0.828 2.446 0.458  0.08
N: 0.584 -0.442 0.171  0.06
H: 0.877 2.085 -0.030  0.08
N: 1.495 -2.552 -0.478  0.03
C: -1.786 -0.058 0.275  -0.03
N: 0.397 -2.370 -0.158  0.28
H: -0.452 1.627 -1.033  0.09
H: 3.162 -1.369 -1.172  0.19
H: -2.205 -0.868 0.843  0.08
N: 2.309 -1.458 -0.599  0.04
C: -0.390 0.439 0.597  -0.41
C: -0.159 1.798 -0.014  -0.02
N: 1.716 -0.278 -0.300  0.16
H: -1.955 -0.330 -0.720  0.07
H: -2.502 0.765 0.466  0.11
H: -0.261 0.565 1.694  0.18